Molecular formula: C12H18K2N3O9S
Method: DFT, wB97M-V/def2-TZVPD

Values from the calculation:
Relative energy (zero: lowest compared OMol25 entry of this formula, charge and spin) ... 1036.7 kJ/mol
Orbital gap ... 0.1798 Ha
Net charge ... +1

XYZ file:
```
45
Properties=species:S:1:pos:R:3:forces:R:3
K -2.57312 -1.42557 -2.45190 -4.59 2.81 -3.52
K -1.56938 3.56689 -0.58261 2.31 7.65 -1.82
O -0.70251 0.37857 -0.21300 -6.19 1.41 -3.19
C -2.03783 0.70807 -0.35602 1.08 4.56 -1.46
O -2.30698 1.87989 -0.12811 -2.56 -5.46 1.48
O -2.89724 -0.16325 -0.58508 -1.12 0.49 -6.58
H -0.82337 -0.55092 -0.42044 0.70 -0.27 0.11
C 0.49486 -3.39670 -1.04801 0.57 -0.83 -1.83
N -0.75612 -2.85466 -1.59372 1.09 -1.10 -0.50
O -1.39210 -2.19055 -0.82501 0.23 -1.03 2.75
O -1.11048 -2.99206 -2.76279 2.48 -2.47 0.05
H 0.94890 -2.59027 -0.47215 -1.70 -1.94 -0.80
H 1.16829 -3.55340 -1.89066 -0.14 0.08 -0.20
H 0.34623 -4.40620 -0.66470 -0.36 0.40 0.68
C 3.30137 0.12609 0.03074 0.29 1.68 -0.14
C 3.05367 -0.89530 -1.04696 0.62 0.08 -0.47
O 2.52023 -2.02602 -0.42211 -0.42 0.10 2.15
S 1.65630 -1.55946 0.98049 1.00 0.16 2.80
O 1.74894 -2.64490 2.00118 -0.13 3.53 -3.47
O 0.34602 -0.95045 0.60274 7.47 -5.05 3.17
O 2.72832 -0.29711 1.28886 -1.06 -1.88 -0.75
H 2.83986 1.06448 -0.27672 -0.14 -0.10 0.32
H 4.36523 0.35941 0.07394 0.01 -0.46 0.94
H 3.98917 -1.21522 -1.50585 -0.10 0.00 -0.05
H 2.40193 -0.47936 -1.81529 -0.27 -0.22 -0.06
N -2.59078 -0.31063 1.52496 0.89 -1.71 5.33
C -3.68245 -0.79712 2.20497 1.61 1.05 1.22
C -3.33622 -0.67550 3.57434 -1.72 -0.39 -0.53
C -2.08281 -0.12349 3.67209 3.09 0.36 -1.68
C -1.54023 -0.01474 2.35100 -2.76 0.68 1.83
H -2.54373 -0.30640 0.51606 -1.08 -2.87 3.73
H -4.57465 -1.05635 1.65435 0.02 -0.13 0.30
H -3.91418 -0.89887 4.45891 -0.34 -0.15 -0.29
H -1.49017 0.14119 4.53530 -0.34 -0.19 0.26
H -0.70463 0.48214 1.88057 0.00 -0.18 0.94
N 1.05481 2.90515 -2.37701 0.46 -0.67 0.39
C 0.72143 1.84969 -1.52389 -0.07 1.14 0.05
C 0.87053 2.31002 -0.19476 0.34 0.86 -1.86
C 1.30797 3.65534 -0.31734 0.94 0.34 -0.16
C 1.51263 3.95337 -1.65808 -0.77 0.42 0.95
H 0.94638 3.02205 -3.37434 0.09 -0.80 0.09
H 0.30374 0.94062 -1.93072 0.36 0.39 -0.01
H 0.65929 1.85216 0.76031 0.04 -0.23 -0.40
H 1.44834 4.35385 0.49431 0.33 -0.13 0.03
H 1.89459 4.82554 -2.16782 -0.16 0.08 0.23
```
Positions in Å, forces in eV/Å.

Here are the Mulliken charges for atoms 1 to 4, given in e: 1.04 1.01 0.11 1.22